Density functional theory data (ωB97M-V/def2-TZVPD) for a 2-piece molecular cluster, C2H7NS3 overall in a non-equilibrium geometry.

Last columns: bonded neighbours and bond lengths (Å).
CARTESIAN COORDINATES (ANGSTROEM)
1 C -0.023 2.118 0.972  N2 1.264, H4 1.059, H5 1.069
2 N 0.272 0.920 0.696  C1 1.264, C3 1.439
3 C -0.711 -0.030 1.146  N2 1.439, H6 1.130, H7 1.112, H8 1.117
4 H -0.918 2.373 1.478  C1 1.059
5 H 0.770 2.820 0.825  C1 1.069
6 H -1.734 0.389 0.910  C3 1.130
7 H -0.457 -0.984 0.634  C3 1.112
8 H -0.758 -0.314 2.225  C3 1.117
9 S 1.710 -2.788 -1.846  S10 2.043, H12 1.435
10 S 1.024 -1.131 -2.824  S9 2.043, S11 2.024
11 S -0.910 -0.959 -2.252  S10 2.024, H13 1.308
12 H 2.442 -2.227 -0.748  S9 1.435
13 H -0.708 -0.187 -1.215  S11 1.308

- energy (hartree) = -1329.663990
- E_HOMO (Ha) = -0.340
- SMILES string = C=NC.SSS
- charge = 0
- ΔE to the lowest compared entry with this formula, charge and spin (kJ/mol) = 0.0



Density functional theory data (ωB97M-V/def2-TZVPD) for a 2-piece molecular cluster, C2H7O overall in a non-equilibrium geometry.

Last columns: bonded neighbours and bond lengths (Å).
CARTESIAN COORDINATES (ANGSTROEM)
1 O 1.415 -0.872 -2.663  H2 0.920
2 H 1.001 -0.142 -3.040  O1 0.920
3 C -0.959 -0.070 1.063  C4 1.547, H5 1.126, H6 1.169, H7 1.070
4 C 0.360 0.295 0.342  C3 1.547, H8 1.120, H9 1.161, H10 1.139
5 H -0.792 -0.219 2.167  C3 1.126
6 H -1.767 0.775 1.033  C3 1.169
7 H -1.456 -0.924 0.653  C3 1.070
8 H 0.981 1.061 0.871  C4 1.120
9 H 0.141 0.684 -0.730  C4 1.161
10 H 1.077 -0.589 0.305  C4 1.139

- energy (hartree) = -155.588588
- E_HOMO (Ha) = -0.071
- charge = -1
- ΔE to the lowest compared entry with this formula, charge and spin (kJ/mol) = 50.0



no.,Kohn-Sham gap (eV)
1,9.78
2,6.05